Entry 1:
Below is a gas-phase ion, C3H4NO (charge +1) at a distorted geometry, with properties calculated with ωB97M-V with the def2-TZVPD basis set.

Each line ends with the Löwdin charge.
Positions of all 9 atoms, in Å:
C -0.645 -0.776 0.690  0.05
C -1.531 -0.451 -0.432  0.08
C 0.423 0.611 -0.649  -0.09
N 0.384 -0.052 0.623  0.19
O -0.888 0.428 -1.121  0.07
H -0.958 -1.407 1.434  0.13
H 0.890 1.541 -0.603  0.15
H 1.226 0.183 -1.312  0.20
H 1.100 -0.078 1.371  0.23

Summary:
E_HOMO (spin up / spin down) ... -14.62 / -14.62 eV
Kohn-Sham gap (spin up / spin down) ... 7.444 / 7.444 eV
Molar mass ... 70.1 g mol⁻¹
Relative energy (zero: lowest compared OMol25 entry of this formula, charge and spin) ... 2.938 eV
LUMO energy (spin up / spin down) ... -0.264 / -0.264 hartree
Charge ... +1


Entry 2:
Below is a molecular structure, C28H34BN7RhSe, with properties calculated with ωB97M-V with the def2-TZVPD basis set.

Each line ends with the Löwdin charge.
Positions of all 72 atoms, in Å:
Rh 1.166 -0.863 -0.602  0.88
B -0.311 -3.539 1.267  -0.37
N 0.649 -2.489 1.917  -0.05
C 0.897 -2.399 3.223  -0.06
C 1.751 -1.328 3.457  -0.03
C 1.987 -0.794 2.204  -0.12
N 1.310 -1.507 1.286  -0.10
N -0.115 -3.564 -0.289  -0.05
C -0.554 -4.556 -1.065  -0.06
C -0.358 -4.223 -2.399  -0.03
C 0.224 -2.971 -2.362  -0.12
N 0.348 -2.582 -1.082  -0.11
H -0.002 -4.626 1.678  0.08
H -1.461 -3.247 1.522  0.07
H 0.453 -3.106 3.905  0.14
H 2.153 -1.003 4.400  0.11
H 2.603 0.037 1.897  0.11
H -0.982 -5.437 -0.616  0.14
H -0.590 -4.818 -3.264  0.11
H 0.574 -2.330 -3.155  0.12
C -2.774 1.489 -3.884  -0.10
C -3.536 1.420 -2.564  -0.25
C -3.654 0.005 -2.003  -0.17
C -2.338 -0.574 -1.496  -0.14
N -1.828 0.183 -0.341  0.00
C -0.795 1.045 -0.326  -0.61
Se 0.521 1.232 -1.678  0.84
N -0.720 1.606 0.891  -0.01
C 0.260 2.600 1.342  -0.16
C -0.295 4.014 1.250  -0.18
C 0.714 5.062 1.709  -0.25
C 1.084 4.950 3.186  -0.10
C -1.744 1.103 1.688  -0.14
C -2.075 1.339 3.018  0.01
C -3.135 0.614 3.525  -0.05
C -3.837 -0.315 2.738  -0.05
C -3.505 -0.543 1.418  0.01
C -2.442 0.194 0.909  -0.14
H -2.759 2.507 -4.272  0.08
H -3.246 0.854 -4.637  0.08
H -1.736 1.169 -3.779  0.03
H -4.543 1.817 -2.707  0.11
H -3.066 2.075 -1.822  0.10
H -4.024 -0.669 -2.781  0.13
H -4.392 -0.019 -1.198  0.11
H -1.570 -0.546 -2.266  0.08
H -2.455 -1.611 -1.180  0.13
H 1.149 2.496 0.724  0.09
H 0.529 2.334 2.364  0.12
H -1.206 4.085 1.852  0.12
H -0.583 4.200 0.212  0.12
H 0.291 6.048 1.516  0.11
H 1.615 4.992 1.092  0.11
H 0.189 4.971 3.814  0.08
H 1.719 5.781 3.491  0.08
H 1.630 4.031 3.407  0.07
H -1.533 2.050 3.627  0.12
H -3.431 0.761 4.555  0.11
H -4.655 -0.867 3.180  0.12
H -4.040 -1.267 0.819  0.12
N 7.804 -1.851 -3.582  0.17
C 6.762 -1.658 -3.142  -0.17
C 5.451 -1.414 -2.588  -0.22
C 4.747 -0.268 -2.942  -0.02
C 3.486 -0.031 -2.412  -0.13
C 2.926 -0.937 -1.526  -0.28
C 3.629 -2.082 -1.176  -0.10
C 4.886 -2.327 -1.698  -0.01
H 5.185 0.440 -3.633  0.13
H 2.975 0.875 -2.706  0.05
H 3.194 -2.797 -0.487  0.10
H 5.433 -3.219 -1.422  0.13

Summary:
E_HOMO ... -11.62 eV
Kohn-Sham gap ... 7.564 eV
Molar mass ... 661.3 g mol⁻¹
Relative energy (zero: lowest compared OMol25 entry of this formula, charge and spin) ... 0.246 eV
LUMO energy ... -0.149 hartree
Charge ... +1


Entry 3:
Below is a molecular structure, C59H40IrN4O7S, with properties calculated with ωB97M-V with the def2-TZVPD basis set.

Each line ends with the Mulliken spin population.
Positions of all 112 atoms, in Å:
Ir -0.595 0.201 -0.877  1.72
C -2.204 6.731 2.997  0.00
C -3.221 6.351 2.134  0.00
C -3.072 5.221 1.341  0.01
C -1.909 4.463 1.409  0.01
C -0.886 4.852 2.271  0.02
C -1.037 5.980 3.062  0.00
C -1.738 3.226 0.601  0.13
C -2.462 2.130 0.901  0.04
C -3.358 2.053 2.068  0.04
C -3.570 0.763 2.307  0.01
C -2.877 0.012 1.256  0.12
N -2.314 0.856 0.360  0.22
C -2.770 -1.364 1.246  0.16
C -2.323 -2.067 0.118  0.06
C -2.684 -3.412 -0.190  0.13
C -2.351 -3.621 -1.504  -0.02
C -1.740 -2.432 -1.963  0.29
C -1.167 -2.229 -3.267  0.08
C -1.299 -3.333 -4.258  0.01
C -2.016 -3.133 -5.434  0.01
C -2.122 -4.145 -6.377  0.00
C -1.516 -5.372 -6.151  0.00
C -0.802 -5.580 -4.979  0.00
C -0.695 -4.569 -4.037  0.02
C -0.460 -1.126 -3.606  0.09
N -0.225 0.008 -2.830  0.30
C 0.736 0.763 -3.490  0.15
C 1.236 1.965 -3.072  0.09
C 2.392 2.586 -3.771  0.00
C 3.575 2.753 -3.053  0.01
C 4.684 3.330 -3.654  0.00
C 4.620 3.747 -4.976  0.00
C 3.443 3.589 -5.694  0.00
C 2.333 3.014 -5.093  0.01
C 0.673 2.679 -1.996  0.15
C 0.851 4.082 -1.768  0.09
C -0.020 4.437 -0.788  -0.01
C -0.707 3.257 -0.395  0.28
N -0.262 2.190 -1.126  0.15
C 1.108 0.081 -4.722  -0.03
C 0.361 -1.018 -4.819  0.05
N -1.727 -1.497 -0.974  0.11
C -3.157 -2.150 2.443  0.01
C -2.136 -2.761 3.167  0.01
C -2.430 -3.483 4.314  0.00
C -3.744 -3.606 4.742  0.01
C -4.766 -3.006 4.019  0.00
C -4.474 -2.279 2.874  0.02
H -2.319 7.610 3.615  0.00
H -4.129 6.936 2.073  0.00
H -3.861 4.923 0.661  0.00
H 0.014 4.250 2.325  -0.01
H -0.243 6.269 3.737  0.00
H -3.689 2.897 2.648  0.00
H -4.109 0.321 3.127  -0.01
H -3.186 -4.083 0.484  0.00
H -2.529 -4.504 -2.092  0.00
H -2.494 -2.177 -5.602  0.00
H -2.682 -3.974 -7.287  0.00
H -1.601 -6.163 -6.883  0.00
H -0.318 -6.531 -4.800  0.00
H -0.121 -4.727 -3.133  -0.01
H 3.617 2.411 -2.027  -0.01
H 5.598 3.447 -3.088  0.00
H 5.485 4.195 -5.446  0.00
H 3.385 3.923 -6.721  0.00
H 1.408 2.913 -5.648  0.00
H 1.522 4.716 -2.321  0.00
H -0.194 5.418 -0.383  0.00
H 1.869 0.420 -5.402  0.00
H 0.380 -1.757 -5.600  0.00
H -1.113 -2.641 2.833  0.00
H -1.627 -3.941 4.878  0.00
H -3.972 -4.168 5.638  0.00
H -5.793 -3.107 4.344  0.00
H -5.270 -1.821 2.301  0.00
O 1.749 0.296 -0.841  0.21
C 1.901 -0.957 -0.749  -0.07
O 0.901 -1.714 -0.768  0.22
C 3.273 -1.505 -0.642  0.04
C 3.485 -2.863 -0.822  0.01
C 4.767 -3.414 -0.733  0.00
C 5.788 -2.542 -0.455  0.00
O 7.113 -2.831 -0.282  0.00
C 7.762 -1.567 -0.135  0.00
O 6.762 -0.572 0.041  0.00
C 5.574 -1.186 -0.268  0.00
C 4.330 -0.628 -0.353  0.01
H 2.631 -3.494 -1.027  0.00
H 4.948 -4.471 -0.865  0.00
H 8.338 -1.353 -1.042  0.00
H 8.400 -1.597 0.748  0.00
H 4.141 0.417 -0.168  0.00
C -1.634 -0.741 7.433  0.00
C -0.996 -0.364 6.125  0.00
C 0.116 -1.052 5.650  0.00
C 0.721 -0.698 4.454  0.00
C 0.207 0.357 3.716  0.01
C -0.893 1.064 4.178  0.01
C -1.489 0.701 5.374  0.00
S 0.898 0.729 2.141  0.02
O 2.216 0.149 2.120  0.01
O 0.784 2.158 1.924  0.00
O -0.079 -0.040 1.280  0.01
H -1.512 -1.804 7.638  0.00
H -2.700 -0.515 7.431  0.00
H -1.183 -0.193 8.262  0.00
H 0.514 -1.878 6.226  0.00
H 1.582 -1.232 4.079  0.00
H -1.270 1.897 3.602  0.00
H -2.349 1.253 5.733  0.00

Summary:
E_HOMO (spin up / spin down) ... -5.88 / -7.88 eV
<S²> ... 8.78
Kohn-Sham gap (spin up / spin down) ... 4.957 / 4.711 eV
Molar mass ... 1141.3 g mol⁻¹
Relative energy (zero: lowest compared OMol25 entry of this formula, charge and spin) ... 0.000 eV
LUMO energy (spin up / spin down) ... -0.034 / -0.116 hartree
Multiplicity ... 6


Entry 4:
Below is 2 unconnected molecules or ions with the total composition CH6O4 at a distorted geometry, with properties calculated with ωB97M-V with the def2-TZVPD basis set.

Each line ends with the Löwdin charge.
Positions of all 11 atoms, in Å:
O -1.458 -0.431 0.021  -0.02
C -1.115 0.892 0.079  -0.28
O 0.278 0.955 0.607  -0.08
H -0.715 -0.941 -0.359  0.06
H -1.816 1.398 0.756  0.13
H -1.134 1.369 -0.921  0.13
H 0.371 1.931 0.622  0.11
O 1.979 -0.856 -0.265  -0.12
O 0.947 -1.769 -0.571  -0.12
H 1.486 0.007 0.069  0.08
H 1.176 -2.555 -0.037  0.11

Summary:
E_HOMO ... -10.07 eV
Kohn-Sham gap ... 10.716 eV
Molar mass ... 82.1 g mol⁻¹
Relative energy (zero: lowest compared OMol25 entry of this formula, charge and spin) ... 4.011 eV
SMILES ... OCO.OO
LUMO energy ... 0.024 hartree